A molecular structure, C29H30IMnN9OS at a distorted geometry, computed with the ωB97M-V functional and the def2-TZVPD basis.

Each line ends with the Löwdin charge.
Element x y z (Å)
I  3.899  4.521  1.507  0.78
Mn  -0.247  0.593  -0.463  0.88
S  -2.370  -0.996  0.229  0.68
O  1.962  1.600  0.073  -0.03
N  -1.795  1.713  -1.580  0.02
N  3.412  1.009  1.696  0.20
N  -0.963  1.900  0.804  -0.10
N  0.444  -0.214  1.375  -0.03
N  -0.034  -1.036  -1.630  -0.07
N  -0.457  -2.239  -1.243  -0.02
N  -1.751  2.892  0.434  0.08
N  0.884  1.360  -2.362  0.05
N  -1.614  -3.552  0.156  -0.01
C  0.895  -2.194  -3.586  -0.02
C  1.896  -1.987  0.637  -0.07
C  0.645  -0.980  -2.746  -0.26
C  2.286  3.147  1.859  -0.56
C  0.208  1.362  4.735  -0.11
C  -3.695  3.485  -2.562  -0.07
C  2.535  1.853  1.126  -0.66
C  -3.174  3.677  -1.311  -0.01
C  1.995  -4.099  1.781  -0.11
C  2.499  1.714  -4.576  -0.05
C  2.199  2.784  -3.747  -0.04
C  -3.945  -4.166  0.766  -0.09
C  -3.276  2.384  -3.323  -0.08
C  2.402  -3.271  0.744  -0.09
C  0.135  0.604  2.431  -0.26
C  1.988  0.466  -4.277  0.00
C  1.059  -3.628  2.694  -0.10
C  -2.222  2.759  -0.813  -0.34
C  0.544  -2.348  2.586  -0.05
C  -0.651  1.752  2.133  -0.25
C  0.963  -1.487  1.559  -0.31
C  -0.638  2.430  4.441  -0.11
C  0.600  0.469  3.751  -0.05
C  -2.330  1.541  -2.788  -0.14
C  1.381  2.551  -2.656  -0.11
C  -1.401  -2.304  -0.308  -0.81
C  -2.517  -3.895  1.239  -0.29
C  -1.056  2.633  3.142  -0.03
C  1.187  0.311  -3.142  -0.22
H  1.107  3.360  -1.987  0.12
H  3.113  -3.632  0.011  0.10
H  2.183  -1.346  -0.191  0.10
H  -4.265  -3.352  0.118  0.05
H  2.583  3.774  -3.946  0.11
H  -0.964  -4.249  -0.171  0.14
H  -0.947  3.108  5.226  0.10
H  -0.214  -2.009  3.279  0.11
H  -3.684  2.194  -4.305  0.10
H  2.225  3.007  2.935  0.05
H  0.558  1.215  5.749  0.10
H  0.711  -4.269  3.495  0.10
H  3.128  1.853  -5.446  0.11
H  -1.974  0.685  -3.352  0.11
H  -3.473  4.493  -0.668  0.11
H  -1.682  3.471  2.870  0.10
H  -2.106  -4.774  1.737  0.11
H  -2.526  -3.069  1.950  0.08
H  -4.427  4.175  -2.961  0.11
H  3.789  1.182  2.611  0.11
H  -4.012  -5.109  0.223  0.07
H  1.279  -0.335  3.998  0.10
H  2.398  -5.099  1.881  0.09
H  0.486  -3.060  -3.078  0.06
H  -4.621  -4.205  1.622  0.07
H  2.209  -0.385  -4.904  0.11
H  0.423  -2.089  -4.565  0.09
H  1.967  -2.338  -3.737  0.09
H  1.382  3.614  1.487  0.05
H  3.473  0.070  1.335  0.10

Its HOMO energy (spin up / spin down) is -6.0 / -6.6 eV. The calculation puts the strongest force on any atom at 1.263 eV/A. As for the multiplicity: 6. The orbital gap (spin up / spin down) comes out at 5.1095 / 5.6936 eV. The expectation value of S² is 8.858. Its energy is -3538.0622 hartree. Its relative energy (zero: lowest compared OMol25 entry of this formula, charge and spin) is 0.003 eV. The LUMO energy (spin up / spin down) comes out at -0.88 / -0.92 eV.